C12H33ClILaN2P2S as an isolated structure. Source: the OMol25 dataset; level of theory: ωB97M-V with the def2-TZVPD basis set.

XYZ file:
```
53
Properties=species:S:1:pos:R:3:forces:R:3
C -1.549337 0.389494 0.139449 -1.50 -0.24 0.42
I 1.500543 0.583312 -0.201983 2.20 -0.99 -0.45
H -1.344785 0.134249 -0.911933 0.17 0.10 0.61
H -1.011829 1.288064 0.469132 -0.16 -0.60 -0.23
H -2.627530 0.541130 0.269263 0.24 0.13 -0.30
La 1.843161 -0.624399 -3.429426 0.07 2.72 1.59
P 0.257890 2.664117 -2.142823 -0.48 0.65 -1.30
C -0.331887 3.698029 -0.733453 -0.09 -0.34 0.54
C 1.809968 3.599775 -2.483904 -0.22 -0.43 0.07
H 1.583603 4.672629 -2.414084 0.32 -0.28 -0.20
H -0.680571 4.388859 -3.615976 -0.29 -0.23 -0.08
H 2.173825 3.327086 -3.481953 0.09 0.27 0.13
H -0.729696 2.734754 -4.340171 -0.20 0.36 0.11
H -0.067740 3.225683 0.225679 -0.14 0.29 -0.23
H 2.546028 3.302269 -1.726931 -0.04 0.24 -0.21
C -0.878909 3.325368 -3.425374 0.28 0.10 -0.10
H 0.165132 4.678232 -0.771662 -0.21 -0.28 -0.03
H -1.904423 3.178101 -3.060696 0.20 0.09 -0.28
H -1.421457 3.848596 -0.797797 0.40 -0.14 0.09
P 0.514500 -2.692716 -2.245442 -1.21 -1.48 0.29
C 0.017496 -3.657653 -0.784438 0.09 0.04 0.61
C -0.553462 -3.470985 -3.513024 0.12 0.00 -0.06
H 2.733167 -3.002120 -3.525790 -0.37 -0.59 0.46
H 1.948608 -4.449567 -2.827061 0.48 -0.02 -0.19
H 2.823319 -3.333805 -1.737295 -0.08 -0.02 -0.27
C 2.184701 -3.402326 -2.630576 0.14 0.05 0.10
H -0.399685 -2.998171 -4.492939 -0.13 -0.29 0.13
H -0.334770 -4.550140 -3.564323 -0.17 0.38 -0.12
H 0.059994 -4.733632 -1.007611 0.03 0.32 -0.09
H -1.006126 -3.404903 -0.476771 0.26 -0.03 -0.29
H -1.596231 -3.318900 -3.197938 0.27 -0.05 -0.20
H 0.664717 -3.446802 0.073602 -0.04 0.01 -0.23
Cl 2.233537 -1.400758 -5.797459 0.02 -0.16 -0.47
C -2.777130 0.930765 2.916644 -0.25 0.27 0.08
N -1.486853 0.461388 3.421304 0.45 -1.20 -0.68
C -1.473777 0.180267 4.870860 0.24 0.46 0.47
C -0.661501 -0.304075 2.654293 0.51 0.72 1.49
S -1.192313 -1.099069 1.200080 -0.44 0.26 -0.99
N 0.587661 -0.521713 3.091408 -1.13 0.55 -0.77
C 1.289115 0.533006 3.815114 0.09 0.27 0.82
C 1.437489 -1.590102 2.597805 0.37 -0.50 -0.04
H -3.323675 1.344612 3.778427 0.18 -0.13 -0.52
H -3.346029 0.094303 2.490954 0.02 0.19 0.06
H -2.653935 1.726770 2.170367 -0.02 -0.28 0.30
H -0.852193 -0.699354 5.071069 -0.23 0.26 0.04
H -1.095249 1.038748 5.437501 -0.02 -0.21 -0.06
H -2.507014 0.003490 5.190285 0.30 -0.12 -0.10
H 1.627489 0.146397 4.782988 -0.04 0.22 -0.10
H 2.167753 0.851154 3.238978 -0.23 -0.22 -0.03
H 0.626991 1.397011 3.968263 0.36 -0.40 -0.08
H 0.851804 -2.439426 2.229262 0.14 0.30 0.23
H 2.097203 -1.225225 1.803743 -0.17 -0.02 0.13
H 2.062432 -1.921836 3.432383 -0.17 -0.04 -0.07
```
Positions in Å, forces in eV/Å.

LUMO: -7.0 eV
Total charge: +2
Orbital gap: 5.815 eV
Relative energy (zero: lowest compared OMol25 entry of this formula, charge and spin): 36.0 kJ/mol
Max |F|: 0.0614 hartree/bohr

Löwdin population analysis, charges in e, atoms 1 to 5:
1 C -0.459
2 I 0.274
3 H 0.002
4 H -0.044
5 H 0.034

One molecule with the formula C3H5N3. Source: the OMol25 dataset; level of theory: ωB97M-V with the def2-TZVPD basis set.

XYZ file:
```
11
Properties=species:S:1:pos:R:3:forces:R:3
N -1.302680 1.580837 -0.051551 0.17 -0.34 0.03
C -0.473055 0.622498 0.014508 -0.07 0.07 0.02
C -0.639742 -0.891423 0.101519 -0.26 -0.02 0.01
N 0.698459 -1.470831 -0.004021 0.24 0.29 0.01
C 1.494291 -0.476681 -0.054565 0.00 -0.18 -0.02
N 0.910609 0.780025 0.014091 -0.04 0.02 -0.13
H -2.253472 1.211936 -0.038743 0.11 0.11 -0.01
H -1.092911 -1.171916 1.059811 0.03 0.04 -0.14
H -1.288251 -1.263431 -0.698663 0.07 0.03 0.12
H 2.574741 -0.568774 -0.135446 -0.17 0.03 0.02
H 1.372016 1.647756 -0.206941 -0.09 -0.05 0.08
```
Positions in Å, forces in eV/Å.

LUMO: 0.9 eV
Orbital gap: 10.047 eV
Relative energy (zero: lowest compared OMol25 entry of this formula, charge and spin): 34.7 kJ/mol
Max |F|: 0.0073 hartree/bohr

Löwdin population analysis, charges in e, atoms 1 to 5:
1 N 0.114
2 C -0.425
3 C -0.151
4 N 0.034
5 C -0.211

One molecule with the formula C10H16O. Source: the OMol25 dataset; level of theory: ωB97M-V with the def2-TZVPD basis set.

XYZ file:
```
27
Properties=species:S:1:pos:R:3:forces:R:3
C -2.139485 -0.296734 0.013922 0.16 -2.05 -1.14
C -1.181320 -1.153180 -0.395064 2.85 3.56 0.89
C -1.936512 1.159674 0.346144 2.86 -2.77 -1.71
C -1.297055 1.762230 -0.937484 -1.40 -1.19 0.28
C -0.081520 0.936466 -1.405709 2.91 2.29 -1.28
C 0.374216 -0.211364 -0.567661 -3.97 -1.79 -0.10
C 1.536195 -0.289659 0.296226 1.37 2.31 0.02
C -1.202809 -2.479308 -1.017618 -0.08 0.68 -1.46
C 2.525782 0.940105 0.470226 -1.51 -1.66 2.48
C 1.571491 -1.119818 1.525833 -0.84 0.43 0.76
O 1.552960 -0.819848 -1.029518 -0.10 -1.16 0.08
H -3.149389 -0.666178 -0.191369 -0.10 0.21 0.53
H -2.886183 1.496227 0.588305 -1.25 1.54 0.94
H -1.098215 1.191338 1.039156 -0.67 0.45 1.01
H -2.099415 1.646616 -1.689045 0.53 0.72 0.01
H -1.120786 2.773344 -0.644016 0.48 0.91 -0.65
H -0.258733 0.551536 -2.442438 0.10 0.16 0.89
H 0.940903 1.595740 -1.543571 -2.66 -1.09 0.25
H -0.909167 -3.296775 -0.440884 0.66 -1.14 1.51
H -0.463969 -2.432334 -1.812239 0.10 -0.17 -0.36
H -2.137287 -2.784741 -1.466109 -0.56 0.29 -0.09
H 3.408244 0.412697 0.930516 -0.56 1.10 -0.26
H 2.028164 1.700314 1.230876 1.34 -1.33 -1.75
H 2.804042 1.293376 -0.483190 0.18 0.97 -0.86
H 1.935912 -0.431048 2.315282 -0.09 -0.92 -0.13
H 2.066536 -2.068202 1.510074 0.97 -0.26 -0.28
H 0.558681 -1.389486 1.753761 -0.73 -0.09 0.42
```
Positions in Å, forces in eV/Å.

LUMO: 0.9 eV
Orbital gap: 9.812 eV
Relative energy (zero: lowest compared OMol25 entry of this formula, charge and spin): 416.5 kJ/mol
Max |F|: 0.0905 hartree/bohr

Löwdin population analysis, charges in e, atoms 1 to 5:
1 C -0.095
2 C -0.132
3 C -0.170
4 C -0.170
5 C -0.122

C35H39ClN5O6TcTe as an isolated structure. Source: the OMol25 dataset; level of theory: ωB97M-V with the def2-TZVPD basis set.

XYZ file:
```
88
Properties=species:S:1:pos:R:3:forces:R:3
Tc 0.244116 0.871334 1.711249 -1.40 -1.06 0.27
O 0.616510 1.793839 3.847743 -0.04 -0.09 -0.05
C 1.295274 1.381253 5.066957 0.05 0.00 0.01
C 0.327414 1.065263 6.192530 -0.17 -0.04 -0.12
C -0.764124 0.039871 5.813376 0.18 0.02 0.03
C -0.129185 -1.081284 5.051091 -0.07 0.04 0.03
C 0.478588 -2.166712 5.672858 -0.01 0.00 0.00
C 1.221901 -3.055792 4.914502 0.01 0.00 -0.03
C 1.335784 -2.857216 3.543415 0.06 -0.07 -0.07
C 0.677283 -1.764616 3.025620 0.11 0.05 0.02
N -0.034807 -0.908590 3.728776 -0.07 0.20 0.04
H 0.125840 2.602969 4.032605 0.05 0.04 -0.11
H 1.972260 2.178617 5.367324 0.06 0.04 -0.07
H 1.899205 0.523676 4.786043 0.01 -0.01 -0.05
H -0.150863 1.982445 6.546329 0.03 -0.03 0.05
H 0.925984 0.676884 7.019831 -0.01 0.05 0.03
H -1.521382 0.508312 5.186015 -0.03 -0.01 -0.01
H -1.248768 -0.326500 6.716889 -0.03 0.02 0.00
H 0.386951 -2.292570 6.744007 0.00 0.00 -0.03
H 1.724952 -3.892448 5.381903 -0.04 0.01 0.00
H 1.915088 -3.521636 2.915426 -0.03 0.02 0.02
H 1.545537 -1.675462 1.174867 0.02 -0.02 -0.06
O 2.749868 2.433264 0.705328 -0.04 0.05 0.12
Cl 2.305134 1.130167 1.091267 1.96 0.03 -0.61
O 2.579310 0.183335 0.007518 -0.23 0.10 0.16
O 2.927862 0.653483 2.311255 -0.10 0.10 0.06
O -0.242858 0.888271 -0.162416 0.15 -0.02 0.47
N -3.789130 4.225595 2.279750 0.07 0.00 -0.02
C -2.493919 4.117449 1.927249 -0.03 0.10 -0.03
C -1.786079 2.909442 2.015717 0.17 -0.16 -0.03
N -0.498632 2.838706 1.656253 -0.33 0.29 -0.02
C 0.115164 3.936643 1.209692 0.02 0.01 0.00
C -0.607983 5.118863 1.123168 -0.20 0.07 0.03
N -1.880257 5.214910 1.468252 0.07 0.01 -0.01
H -4.316470 3.454524 2.645153 0.00 0.00 -0.01
H -4.234103 5.123669 2.192858 -0.01 0.01 0.01
H -2.263799 1.995644 2.359751 0.00 0.01 0.00
H 1.152488 3.869624 0.927884 0.04 -0.07 -0.01
H -0.134351 6.020524 0.753418 0.02 -0.02 0.02
C 3.242976 2.255378 -6.448586 0.00 0.03 0.06
C 2.544006 1.694908 -5.242590 0.06 0.00 -0.08
C 2.939797 0.484252 -4.681578 0.04 0.00 -0.08
C 2.297935 -0.058251 -3.581364 0.00 -0.10 0.15
C 2.793709 -1.374299 -3.016000 -0.13 0.21 -0.01
C 1.214484 0.659955 -3.039565 0.07 0.00 0.14
Te 0.167081 -0.372496 -1.547893 -0.17 0.20 -0.41
N 0.675340 -1.394100 1.619424 -0.32 0.13 -0.02
C -0.526882 -2.051033 1.028228 0.24 0.02 -0.22
O -1.550219 -1.428161 1.094233 -0.17 0.09 0.15
C -0.384506 -3.403630 0.460051 0.11 0.03 0.17
C 0.846364 -3.938989 0.071418 0.07 0.04 0.02
C 0.916157 -5.240461 -0.390558 -0.01 -0.02 -0.07
C -0.238538 -6.013723 -0.465310 0.05 0.02 0.00
C -1.465857 -5.478936 -0.097875 -0.05 0.04 -0.05
C -1.542543 -4.173501 0.358291 -0.10 -0.03 0.00
C -1.766393 -0.256960 -2.368387 0.01 -0.20 -0.12
C -2.709386 0.631713 -1.876637 0.01 -0.02 0.08
C -3.967193 0.671327 -2.457802 -0.03 -0.01 -0.02
C -4.265889 -0.177798 -3.513993 -0.01 0.02 0.01
C -3.319786 -1.079689 -3.980489 -0.05 0.00 -0.01
C -2.053238 -1.143607 -3.412757 0.21 -0.04 0.02
C -1.021323 -2.130251 -3.910136 -0.03 0.19 0.08
C 0.816246 1.904547 -3.545135 -0.12 -0.02 0.13
C -0.282024 2.747375 -2.945769 0.12 -0.06 -0.07
C 1.498417 2.390313 -4.649883 -0.04 0.12 -0.02
H 3.888025 1.515618 -6.918537 -0.01 0.01 0.01
H 3.859182 3.112094 -6.167326 0.00 -0.03 0.01
H 2.520700 2.608093 -7.184929 0.00 -0.02 0.00
H 3.777972 -0.049465 -5.115455 -0.04 -0.01 0.01
H 3.698596 -1.687302 -3.530600 0.00 0.01 -0.03
H 2.059898 -2.176263 -3.137237 0.01 -0.02 0.02
H 3.038963 -1.269607 -1.957252 0.00 -0.05 0.01
H 1.756910 -3.348252 0.093634 -0.02 -0.03 0.05
H 1.868526 -5.654578 -0.693642 -0.02 0.00 0.00
H -0.175990 -7.036845 -0.812514 -0.01 0.02 0.00
H -2.364507 -6.077560 -0.168172 0.03 0.00 0.02
H -2.489834 -3.744756 0.660240 0.03 -0.02 -0.01
H -2.469960 1.282393 -1.047116 0.02 0.02 0.00
H -4.711042 1.364713 -2.087275 0.02 -0.02 -0.01
H -5.244412 -0.139655 -3.975616 0.03 -0.02 0.02
H -3.567449 -1.746542 -4.798387 0.02 0.02 0.04
H -1.430433 -2.781133 -4.679791 -0.01 0.01 0.01
H -0.667392 -2.773755 -3.095192 0.00 -0.01 -0.04
H -0.160419 -1.609821 -4.346044 -0.03 -0.05 0.01
H -0.597060 2.385141 -1.972378 -0.03 0.02 0.06
H -1.151838 2.782973 -3.603605 -0.01 -0.04 0.01
H 0.072483 3.771365 -2.816893 0.01 -0.03 -0.02
H 1.204545 3.353519 -5.056708 0.01 -0.05 0.01
```
Positions in Å, forces in eV/Å.

LUMO (alpha / beta): -5.8 / -6.6 eV
Total charge: +2
Orbital gap (alpha / beta): 7.871 / 7.074 eV
Relative energy (zero: lowest compared OMol25 entry of this formula, charge and spin): 23.9 kJ/mol
Multiplicity: 3
Max |F|: 0.0400 hartree/bohr

Löwdin population analysis, charges in e, atoms 1 to 5:
1 Tc 1.403
2 O -0.189
3 C -0.187
4 C -0.142
5 C -0.113

A 8-piece molecular cluster, C22H13Cl28N3O3S overall. Source: the OMol25 dataset; level of theory: ωB97M-V with the def2-TZVPD basis set.

XYZ file:
```
70
Properties=species:S:1:pos:R:3:forces:R:3
N 3.994080 -2.150407 -0.268380 -0.61 0.40 0.00
C 2.579555 -2.004233 0.021996 0.64 0.07 -0.46
O 2.072817 -2.719959 0.823890 -0.56 -0.44 0.48
C 1.841902 -0.905295 -0.729537 0.41 1.11 0.35
C 1.005468 0.008853 0.200639 -0.71 -0.86 -0.32
C -0.356386 0.354047 -0.393689 0.29 -0.23 -0.10
C -0.663673 1.602724 -0.921943 -0.02 -0.05 -0.09
C -1.905759 1.869525 -1.491625 0.32 -0.10 0.22
C -2.866289 0.879366 -1.529287 -0.40 -0.27 -0.17
C -2.605103 -0.385132 -1.017015 0.65 0.62 0.30
C -1.350079 -0.634555 -0.450607 -0.36 -0.30 -0.19
S -1.086345 -2.276509 0.180870 0.15 -0.06 -0.02
C -1.941336 -3.184940 -1.086085 0.00 0.56 0.30
C -1.448994 -4.391698 -1.556928 -0.06 0.10 -0.08
C -2.132483 -5.064968 -2.562791 0.03 0.34 0.42
C -3.298155 -4.498946 -3.051539 -0.26 -0.45 -0.54
O -3.999740 -5.157669 -4.069681 0.09 0.16 0.58
N -3.778811 -4.444560 -5.345932 0.05 -0.07 -0.58
O -2.724019 -4.638990 -5.767639 -0.05 0.12 0.14
C -3.799447 -3.292254 -2.588946 0.18 0.22 0.36
C -3.120141 -2.626653 -1.580231 0.19 -0.50 -0.29
N -3.613908 -1.394837 -1.048791 -0.19 -0.18 -0.03
H 4.339403 -1.206870 -0.420407 0.27 -0.11 -0.29
H 4.064264 -2.634748 -1.162331 0.29 -0.06 0.20
H 2.603573 -0.278588 -1.193571 -0.07 0.00 -0.30
H 1.220249 -1.288258 -1.534688 0.01 -0.43 0.05
H 1.568442 0.889236 0.491274 -0.01 0.15 -0.07
H 0.806521 -0.563179 1.105582 0.14 0.04 0.20
H 0.080364 2.386789 -0.915261 0.11 0.03 0.07
H -2.092870 2.850992 -1.898087 -0.14 0.07 -0.05
H -3.845839 1.037714 -1.959395 -0.02 0.14 -0.04
H -0.525724 -4.771306 -1.143724 0.05 -0.13 -0.03
H -1.764902 -6.003883 -2.939563 -0.06 -0.11 -0.16
H -4.710146 -2.860798 -2.973303 -0.11 -0.09 -0.14
H -3.929647 -1.589195 -0.099846 -0.06 0.18 0.04
C -0.143938 1.533624 3.998501 -0.02 -0.05 0.11
Cl 1.110541 2.729586 4.360837 -0.07 -0.07 -0.08
Cl 0.429187 -0.071603 4.460407 -0.03 -0.02 0.01
Cl -1.618582 1.929318 4.886167 0.31 -0.09 -0.05
Cl -0.511237 1.529852 2.271216 -0.17 0.34 0.34
C -5.552921 2.121894 4.276916 0.06 -0.07 -0.03
Cl -4.486899 2.658575 5.582091 -0.33 0.10 0.12
Cl -6.764116 3.362570 3.963496 -0.08 -0.18 0.47
Cl -4.574982 1.825211 2.820770 -0.01 -0.13 0.25
Cl -6.352440 0.621268 4.748566 0.02 0.00 -0.01
C 6.566996 -5.111686 -2.124788 0.06 -0.01 0.11
Cl 7.666913 -3.838747 -1.590429 -0.02 0.00 -0.01
Cl 5.045684 -4.381073 -2.665055 -0.02 -0.10 -0.20
Cl 7.292436 -5.998834 -3.466964 -0.02 0.02 0.00
Cl 6.242143 -6.214505 -0.788538 0.00 0.02 -0.02
C 2.699774 5.070074 1.537810 0.03 0.09 0.05
Cl 3.565744 6.254720 0.559012 -0.05 0.10 0.18
Cl 1.356270 5.854494 2.370458 0.01 -0.02 -0.03
Cl 2.071794 3.790542 0.487477 -0.03 -0.04 -0.02
Cl 3.802449 4.359215 2.718205 0.04 0.02 0.00
C -6.734744 5.080625 0.118961 0.06 0.01 0.00
Cl -5.769244 4.018359 1.145767 0.02 0.33 -0.76
Cl -5.827219 5.492489 -1.342611 -0.01 0.00 0.02
Cl -8.231775 4.256826 -0.331737 0.01 0.00 0.00
Cl -7.123279 6.561105 1.005554 0.00 -0.01 -0.01
C 3.905783 -1.993963 5.172495 0.00 0.04 -0.11
Cl 2.476432 -2.907030 5.672725 -0.02 -0.01 0.01
Cl 5.355249 -2.766643 5.824458 -0.01 0.00 0.01
Cl 3.991868 -1.969201 3.410328 -0.01 -0.02 0.06
Cl 3.786179 -0.343728 5.796581 0.06 0.01 -0.01
C 5.541188 5.125491 -3.201616 -0.01 -0.02 -0.02
Cl 6.007300 6.738399 -2.647192 0.00 0.00 0.00
Cl 6.937732 4.047133 -3.113761 -0.01 0.01 0.00
Cl 4.251154 4.506365 -2.168493 0.05 -0.12 -0.18
Cl 4.971714 5.218487 -4.871015 0.01 0.00 0.02
```
Positions in Å, forces in eV/Å.

LUMO: -0.4 eV
Orbital gap: 7.937 eV
Max |F|: 0.0240 hartree/bohr

Löwdin population analysis, charges in e, atoms 1 to 5:
1 N 0.097
2 C -0.510
3 O 0.065
4 C -0.102
5 C -0.210